Entry 1:
Molecular formula: C5H7NO
Method: DFT, ωB97M-V/def2-TZVPD

Energy relative to the best compared isomer or geometry (same formula, charge and spin) (eV): 1.6892
HOMO-LUMO gap (eV): 10.728
Net charge: 0
E_LUMO (eV): 0.9
Calculated total energy (eV): -8834.51366
SMILES: C#CCCNC=O
E_HOMO (hartree): -0.3621
F_max (eV/A): 0.486

Element x y z (Å)
O  -0.01  -1.12  -2.80
C  0.12  -1.60  -1.69
N  0.44  -0.90  -0.57
C  0.59  0.54  -0.56
C  -0.50  1.22  0.28
C  -0.49  0.73  1.66
C  -0.44  0.28  2.78
H  0.00  -2.68  -1.49
H  0.45  -1.38  0.32
H  0.52  0.86  -1.61
H  1.58  0.81  -0.18
H  -0.35  2.31  0.26
H  -1.48  1.02  -0.18
H  -0.41  -0.10  3.77

***

Entry 2:
Molecular formula: C2H12N2O4
Method: DFT, ωB97M-V/def2-TZVPD

Energy relative to the best compared isomer or geometry (same formula, charge and spin) (eV): 0.9162
HOMO-LUMO gap (eV): 10.669
Net charge: 0
E_LUMO (eV): 0.4
Calculated total energy (eV): -13439.50103
SMILES: CNC(N)=O.O.O.O
E_HOMO (hartree): -0.3783
F_max (eV/A): 1.369

Element x y z (Å)
C  -1.75  -0.19  1.55
N  -0.44  -0.85  1.71
C  0.62  -0.35  1.05
N  1.73  -1.20  1.00
O  0.61  0.72  0.45
H  -1.74  0.43  0.67
H  -1.98  0.37  2.46
H  -2.48  -0.97  1.42
H  -0.41  -1.63  2.33
H  1.85  -1.67  1.90
H  2.58  -0.73  0.74
H  1.85  2.38  -0.50
H  2.74  1.18  -0.86
O  2.64  2.12  -1.00
H  -0.76  1.27  -3.03
H  0.27  0.76  -2.15
O  0.09  0.82  -3.10
H  -2.13  -1.30  -2.12
H  -1.21  -0.59  -1.05
O  -2.07  -0.58  -1.48

***

Entry 3:
Molecular formula: C2H7Cl2N2
Method: DFT, ωB97M-V/def2-TZVPD

Energy relative to the best compared isomer or geometry (same formula, charge and spin) (eV): 0.8676
HOMO-LUMO gap (eV): 10.020
Net charge: +1
E_LUMO (eV): -3.4
Calculated total energy (eV): -30204.38472
E_HOMO (hartree): -0.4915
F_max (eV/A): 3.711

Element x y z (Å)
C  0.48  -0.40  0.13
C  -1.59  -0.01  -0.28
N  -1.82  -0.05  -1.60
N  0.70  0.17  1.44
Cl  -1.64  1.66  0.45
Cl  -2.46  -1.15  0.69
H  1.00  0.11  -0.67
H  0.54  -1.48  0.09
H  -2.53  -0.65  -1.98
H  -1.46  0.68  -2.19
H  0.33  -0.45  2.17
H  0.15  1.07  1.46
H  1.69  0.36  1.65